No. 1
{
  "formula": "C4H5Cl",
  "method": "ωB97M-V with the def2-TZVPD basis set",
  "relative_energy_kj_mol": 280.86,
  "lumo_ev": 1.0,
  "e_tot_ev": -16747.213,
  "total_charge": 0,
  "spin_multiplicity": 1,
  "fmax_ev_per_a": 5.76,
  "homo_lumo_gap_ev": 10.255,
  "species": ["Cl", "C", "C", "C", "C", "H", "H", "H", "H", "H"],
  "coordinates": [[-2.9266, 0.1822, -0.3276], [0.7830, 0.1770, -0.0826], [-1.9930, -0.7292, 0.8247], [-0.2924, -0.4833, 0.1995], [0.7907, -1.3270, -0.2595], [1.3497, -2.0354, 0.5414], [-1.9580, -0.2778, 1.7899], [1.4152, 1.1014, -0.0754], [0.7786, -1.6858, -1.2987], [-2.1173, -1.8995, 0.7212]],
  "forces_ev_per_angstrom": [[-0.83, 0.06, -0.01], [0.36, 1.08, 0.59], [4.80, -1.54, -2.78], [-3.95, -0.28, 1.90], [1.99, -1.99, 0.72], [-1.09, 1.55, -1.97], [-0.45, -0.07, 0.63], [-0.95, -1.21, -0.06], [0.14, -0.31, 0.50], [-0.03, 2.71, 0.50]]
}



No. 2
{
  "formula": "C19H17ClI2NO2",
  "method": "ωB97M-V with the def2-TZVPD basis set",
  "lumo_ev": 2.0,
  "e_tot_ev": -54289.212,
  "total_charge": -1,
  "spin_multiplicity": 1,
  "fmax_ev_per_a": 2.33,
  "homo_lumo_gap_ev": 4.854,
  "species": ["I", "I", "Cl", "O", "O", "N", "C", "C", "C", "C", "C", "C", "C", "C", "C", "C", "C", "C", "C", "C", "C", "C", "C", "C", "C", "H", "H", "H", "H", "H", "H", "H", "H", "H", "H", "H", "H", "H", "H", "H", "H", "H"],
  "coordinates": [[-1.0921, -5.1043, 0.5511], [4.3993, 1.2395, 2.5404], [2.5783, 3.3912, -0.3598], [0.6229, -3.1364, 1.0459], [-1.9557, 0.2614, 1.5499], [-1.0818, -1.6112, 0.4310], [2.8776, 0.6526, -0.1757], [2.0223, 1.7518, -0.0599], [-1.5881, -1.8567, -0.9196], [6.4513, 1.8844, 0.4165], [2.4253, -0.6469, 0.0654], [5.3341, 0.8312, 0.6183], [-3.9359, -0.8908, -0.5458], [-5.3282, 1.3894, 0.2255], [-4.4530, 1.4740, -0.8629], [0.6823, 1.5917, 0.3008], [-5.5214, 0.1888, 0.8857], [-1.1002, -0.2708, 0.9147], [4.3279, 0.8982, -0.5808], [-3.0959, -2.0671, -1.0163], [-4.8286, -0.9644, 0.5154], [0.2647, -2.0672, 0.6734], [0.2567, 0.2984, 0.5068], [1.0928, -0.8172, 0.3891], [-3.7703, 0.3201, -1.2249], [-4.9505, -1.9071, 1.0394], [3.0895, -1.5046, 0.0031], [4.4231, 1.8273, -1.1380], [-3.3215, -2.1754, -2.0896], [-5.8427, 2.3025, 0.5146], [-0.0069, 2.4228, 0.4021], [-1.1267, -2.7982, -1.2462], [5.7340, -0.1821, 0.6427], [-4.2914, 2.4135, -1.3812], [-6.2125, 0.1511, 1.7244], [-3.4060, -3.0145, -0.5660], [6.8707, 2.1282, 1.3946], [7.2179, 1.4728, -0.2463], [4.5710, 0.0500, -1.2346], [-3.0865, 0.3791, -2.0706], [6.0004, 2.7977, 0.0206], [-1.2463, -1.1028, -1.6532]],
  "forces_ev_per_angstrom": [[-1.37, -1.81, -0.54], [0.20, -0.21, -0.19], [-0.05, -0.33, 0.07], [1.18, 1.62, 0.18], [-0.30, 0.27, -0.04], [-0.67, -0.41, 1.19], [0.87, 0.73, -0.59], [-0.69, -0.20, 0.08], [-0.11, -0.88, -0.43], [-0.50, -0.57, 0.63], [-0.38, 0.13, 0.16], [-0.11, 0.90, -0.87], [0.44, -0.14, -0.28], [0.15, 0.58, -0.51], [-0.08, -0.73, 0.60], [0.18, -0.11, 0.07], [-0.16, -0.20, 0.33], [0.76, 0.36, -1.05], [-0.49, -1.20, 0.70], [-0.61, 0.24, -0.40], [0.14, 0.37, -0.31], [0.49, 0.96, -0.65], [-0.29, -0.80, 0.52], [0.30, 0.29, 0.15], [-0.07, 0.44, -0.22], [-0.03, 0.15, 0.03], [0.01, 0.14, -0.06], [0.07, -0.08, 0.12], [0.18, -0.09, 0.13], [-0.10, -0.26, 0.20], [0.18, 0.00, 0.01], [-0.09, 0.06, 0.21], [-0.04, 0.15, 0.52], [-0.05, -0.11, 0.02], [0.09, 0.00, -0.10], [0.31, 0.20, 0.29], [0.35, -0.04, -0.30], [-0.04, 0.29, -0.04], [0.22, 0.34, -0.10], [-0.02, -0.17, 0.12], [0.22, -0.09, -0.09], [-0.08, 0.22, 0.41]]
}